Record 1
{"formula": "C3H5N3", "method": "wB97M-V/def2-TZVPD", "elements": ["C", "N", "C", "C", "N", "N", "H", "H", "H", "H", "H"], "coordinates": [[-2.016, -0.440, -0.078], [-0.576, -0.239, 0.035], [1.681, 1.487, 0.115], [1.796, 0.181, -0.025], [1.498, -1.007, -0.357], [0.081, -1.174, -0.433], [-2.276, -1.421, -0.488], [-2.452, -0.320, 0.918], [-2.424, 0.352, -0.715], [1.781, 1.928, 1.108], [2.908, 0.653, -0.081]], "mulliken_charge": [-0.69, 0.03, -0.45, 0.56, -0.59, -0.21, 0.34, 0.25, 0.25, 0.25, 0.25], "homo_ev": -9.3, "de_lowest_kj_mol": 611.0, "charge": 0, "gap_ev": 9.6, "multiplicity": 1}

---

Record 2
{"formula": "C17H40N2O6S2", "method": "wB97M-V/def2-TZVPD", "elements": ["O", "C", "O", "S", "O", "C", "C", "C", "C", "S", "O", "O", "O", "H", "H", "H", "H", "H", "H", "H", "H", "H", "H", "C", "C", "N", "C", "C", "C", "C", "H", "H", "H", "H", "H", "H", "H", "H", "H", "H", "H", "H", "H", "H", "H", "C", "C", "N", "C", "C", "C", "C", "H", "H", "H", "H", "H", "H", "H", "H", "H", "H", "H", "H", "H", "H", "H"], "coordinates": [[-7.811, -3.882, 1.402], [-7.541, -3.718, 0.249], [-6.639, -4.425, -0.482], [-5.362, -5.137, 0.328], [-8.088, -2.836, -0.573], [-9.346, -2.272, -0.163], [-9.251, -1.044, 0.731], [-8.182, -0.003, 0.399], [-6.753, -0.386, 0.842], [-5.575, -0.228, -0.475], [-5.533, 1.136, -0.886], [-5.755, -1.268, -1.433], [-4.196, -0.486, 0.307], [-4.659, -4.009, 0.520], [-9.936, -3.038, 0.342], [-9.837, -2.024, -1.103], [-9.152, -1.337, 1.779], [-10.224, -0.554, 0.628], [-8.209, 0.287, -0.655], [-8.441, 0.897, 0.957], [-6.702, -1.402, 1.239], [-6.393, 0.303, 1.607], [-4.336, -1.129, 1.016], [2.307, -2.023, -0.012], [1.110, -1.397, -0.713], [0.327, -0.538, 0.158], [-0.965, -0.170, -0.396], [-0.995, 0.684, -1.668], [1.071, 0.528, 0.811], [1.846, 1.509, -0.077], [1.994, -2.533, 0.901], [2.781, -2.752, -0.670], [3.063, -1.281, 0.252], [0.445, -2.193, -1.057], [1.464, -0.881, -1.620], [-1.533, 0.340, 0.386], [-1.505, -1.100, -0.597], [-0.709, 1.717, -1.476], [-2.009, 0.697, -2.072], [-0.337, 0.283, -2.441], [1.781, 0.065, 1.502], [0.370, 1.080, 1.443], [2.424, 0.989, -0.842], [2.553, 2.073, 0.536], [1.197, 2.230, -0.572], [5.468, 0.724, 1.826], [6.022, 0.770, 0.411], [6.181, 2.124, -0.089], [6.397, 2.192, -1.524], [7.679, 1.572, -2.092], [7.002, 3.004, 0.726], [8.442, 2.568, 1.026], [4.548, 1.309, 1.890], [5.238, -0.307, 2.100], [6.169, 1.107, 2.568], [5.318, 0.266, -0.257], [6.954, 0.183, 0.374], [6.346, 3.244, -1.819], [5.539, 1.705, -1.999], [8.561, 2.167, -1.860], [7.603, 1.510, -3.180], [7.840, 0.560, -1.717], [6.488, 3.158, 1.678], [7.011, 3.983, 0.240], [8.488, 1.527, 1.349], [8.849, 3.180, 1.833], [9.099, 2.684, 0.165]], "mulliken_charge": [-0.51, 0.77, -0.30, -0.02, -0.28, -0.56, -0.66, -0.74, -0.82, 1.07, -0.63, -0.55, -0.32, 0.10, 0.38, 0.39, 0.31, 0.39, 0.40, 0.30, 0.48, 0.49, 0.32, -1.13, -0.37, 0.15, -0.56, -1.08, -0.74, -0.88, 0.33, 0.45, -0.06, 0.47, 0.26, 0.29, 0.35, 0.24, 0.40, 0.28, 0.35, 0.38, 0.16, 0.38, 0.31, -1.39, -0.50, 0.20, -0.66, -1.00, -0.72, -0.95, 0.17, 0.43, 0.41, 0.53, 0.23, 0.43, 0.29, 0.22, 0.42, 0.26, 0.37, 0.38, 0.25, 0.38, 0.25], "homo_ev": -8.0, "de_lowest_kj_mol": 0.0, "charge": 0, "gap_ev": 8.1, "multiplicity": 1}

---

Record 3
{"formula": "C2H4O3S", "method": "wB97M-V/def2-TZVPD", "elements": ["C", "C", "O", "O", "O", "S", "H", "H", "H", "H"], "coordinates": [[0.102, -0.411, -0.074], [-0.694, 0.269, 0.962], [1.127, -0.996, 0.128], [-0.327, -0.096, 2.258], [0.857, -0.448, -2.582], [-0.523, -0.016, -1.840], [-0.931, 1.353, 0.930], [-1.734, -0.205, 0.703], [0.636, 0.228, 2.344], [1.487, 0.322, -2.829]], "mulliken_charge": [0.61, -0.52, -0.46, -0.49, -0.45, 0.05, 0.32, 0.26, 0.33, 0.35], "homo_ev": -9.5, "de_lowest_kj_mol": 99.1, "charge": 0, "gap_ev": 9.7, "multiplicity": 1}

---

Record 4
{"formula": "C31H26GeMoN5O3S2", "method": "wB97M-V/def2-TZVPD", "elements": ["Mo", "N", "C", "S", "N", "N", "C", "C", "C", "C", "C", "C", "N", "H", "H", "H", "H", "H", "H", "H", "O", "C", "N", "S", "O", "O", "C", "C", "C", "C", "C", "C", "H", "H", "H", "H", "C", "Ge", "C", "C", "C", "C", "C", "C", "C", "C", "C", "C", "C", "C", "C", "C", "C", "C", "H", "H", "H", "H", "H", "H", "H", "H", "H", "H", "H", "H", "H", "H", "H"], "coordinates": [[-2.007, 0.823, 0.560], [-6.046, -0.482, 0.767], [-4.952, 0.267, 0.725], [-3.759, 0.073, 2.027], [-4.834, 1.166, -0.235], [-3.670, 1.868, -0.025], [-3.647, 3.148, -0.091], [-2.437, 3.776, 0.447], [-2.219, 5.137, 0.457], [-1.083, 5.623, 1.093], [-0.209, 4.733, 1.693], [-0.488, 3.378, 1.634], [-1.579, 2.902, 1.032], [-6.133, -1.226, 1.435], [-6.724, -0.408, 0.025], [-4.526, 3.701, -0.404], [-2.929, 5.802, -0.015], [-0.889, 6.687, 1.123], [0.679, 5.075, 2.206], [0.180, 2.650, 2.076], [-0.417, -0.835, 1.271], [-1.100, -1.716, 0.546], [-2.026, -1.200, -0.199], [-2.750, -2.370, -1.210], [-2.281, -2.108, -2.527], [-4.137, -2.438, -0.904], [-1.848, -3.680, -0.445], [-1.961, -5.026, -0.697], [-1.157, -5.877, 0.061], [-0.291, -5.384, 1.032], [-0.189, -4.018, 1.271], [-0.972, -3.171, 0.509], [-2.645, -5.413, -1.441], [-1.219, -6.944, -0.103], [0.305, -6.074, 1.612], [0.474, -3.633, 2.033], [2.000, 0.055, 2.637], [1.489, -0.428, 0.852], [2.122, -1.998, 0.004], [1.710, -2.257, -1.306], [2.083, -3.438, -1.930], [2.888, -4.349, -1.256], [3.321, -4.087, 0.037], [2.933, -2.918, 0.673], [1.251, 1.040, -0.395], [0.073, 1.387, -1.010], [-0.046, 2.471, -1.908], [1.058, 3.220, -2.182], [2.311, 2.909, -1.596], [3.467, 3.666, -1.908], [4.675, 3.346, -1.366], [4.791, 2.247, -0.485], [3.693, 1.505, -0.163], [2.415, 1.813, -0.701], [2.682, 0.903, 2.627], [2.478, -0.777, 3.151], [1.096, 0.323, 3.184], [1.101, -1.542, -1.851], [1.760, -3.640, -2.942], [3.191, -5.263, -1.749], [3.963, -4.793, 0.548], [3.269, -2.729, 1.686], [-0.802, 0.715, -0.970], [-0.998, 2.689, -2.375], [0.996, 4.052, -2.872], [3.376, 4.499, -2.593], [5.555, 3.924, -1.615], [5.758, 1.993, -0.072], [3.826, 0.657, 0.502]], "mulliken_charge": [-0.15, -0.29, 0.64, -0.31, -1.44, 0.76, -0.63, 0.87, -0.84, -0.31, -0.89, -0.07, 0.06, 0.24, 0.27, 0.49, 0.50, 0.47, 0.47, 0.50, -0.82, 0.34, 0.06, 1.13, -0.63, -0.61, 0.29, -0.79, -0.64, -0.85, -0.20, 0.66, 0.54, 0.48, 0.46, 0.59, -1.31, 1.09, 0.41, -0.06, -0.79, -0.56, -0.72, -0.30, 1.35, 0.68, -1.23, -1.05, 0.82, -0.97, -0.66, -1.21, -0.87, 0.30, 0.49, 0.46, 0.44, 0.39, 0.48, 0.45, 0.46, 0.35, 0.43, 0.60, 0.48, 0.46, 0.43, 0.46, 0.30], "homo_ev": [-13.8, -13.8], "de_lowest_kj_mol": 0.0, "charge": 2, "gap_ev": [7.4, 6.7], "multiplicity": 4}

---

Record 5
{"formula": "C18H26N4O2PS", "method": "wB97M-V/def2-TZVPD", "elements": ["C", "C", "P", "C", "C", "N", "N", "N", "C", "N", "C", "S", "O", "O", "H", "H", "H", "H", "H", "H", "H", "H", "H", "H", "H", "H", "H", "H", "C", "C", "C", "C", "C", "C", "H", "H", "H", "H", "H", "H", "C", "C", "C", "C", "C", "C", "H", "H", "H", "H", "H", "H"], "coordinates": [[1.875, -0.303, 2.525], [1.469, 0.341, 1.099], [-0.331, 0.870, 1.161], [-0.843, 1.871, -0.372], [-1.572, 3.205, 0.198], [-1.446, -0.527, 1.205], [-1.318, -1.646, 0.485], [-2.383, -2.435, 0.773], [-3.216, -1.790, 1.720], [-2.546, -0.557, 1.958], [-3.146, 0.438, 2.885], [-2.033, 1.052, 4.229], [-2.783, 2.098, 5.015], [-1.633, -0.063, 5.148], [1.093, 0.060, 3.273], [2.873, 0.082, 2.884], [1.807, -1.427, 2.472], [2.081, 1.302, 1.004], [1.742, -0.298, 0.210], [-1.568, 1.233, -0.977], [0.081, 2.144, -0.957], [-1.648, 3.124, 1.336], [-2.615, 3.321, -0.208], [-0.886, 4.073, -0.006], [-4.187, -2.126, 2.172], [-3.622, 1.322, 2.343], [-4.008, -0.095, 3.407], [-0.876, 1.660, 3.773], [-2.054, -1.303, -3.019], [-3.075, -1.075, -2.103], [-4.364, -0.802, -2.552], [-4.632, -0.766, -3.915], [-3.610, -0.997, -4.830], [-2.321, -1.262, -4.383], [-1.048, -1.513, -2.670], [-2.864, -1.115, -1.043], [-5.159, -0.617, -1.838], [-5.636, -0.557, -4.265], [-3.820, -0.971, -5.894], [-1.524, -1.437, -5.097], [5.073, -0.915, 0.452], [6.081, 0.006, 0.714], [6.824, 0.542, -0.332], [6.551, 0.163, -1.643], [5.540, -0.755, -1.905], [4.804, -1.298, -0.858], [4.496, -1.336, 1.269], [6.290, 0.306, 1.736], [7.614, 1.255, -0.128], [7.126, 0.584, -2.459], [5.327, -1.049, -2.927], [4.019, -2.019, -1.063]], "mulliken_charge": [-1.04, -0.46, -0.26, -0.29, -0.91, 1.04, -0.27, -0.43, 0.03, -0.04, -0.38, 1.00, -0.59, -0.55, 0.29, 0.32, 0.27, 0.36, 0.39, 0.04, 0.47, 0.21, 0.31, 0.31, 0.35, 0.34, 0.30, 0.19, -0.46, 0.08, -0.48, -0.48, -0.43, -0.48, 0.37, 0.39, 0.35, 0.38, 0.38, 0.38, -0.30, -0.46, -0.39, -0.39, -0.41, -0.46, 0.51, 0.37, 0.37, 0.37, 0.37, 0.41], "homo_ev": -11.5, "charge": 1, "gap_ev": 6.3, "multiplicity": 1}

---

Record 6
{"formula": "C22H44BrClN4O8PS", "method": "wB97M-V/def2-TZVPD", "elements": ["C", "C", "C", "O", "C", "C", "C", "C", "O", "Br", "N", "C", "C", "C", "C", "S", "O", "O", "O", "C", "P", "O", "Cl", "N", "C", "C", "C", "C", "N", "C", "C", "C", "O", "H", "H", "H", "H", "H", "H", "H", "H", "H", "H", "H", "H", "H", "H", "H", "H", "H", "H", "H", "H", "H", "H", "H", "H", "H", "H", "H", "H", "H", "H", "H", "H", "H", "H", "H", "H", "H", "C", "O", "N", "C", "C", "H", "H", "H", "H", "H", "H", "H"], "coordinates": [[-4.564, -0.941, -3.109], [-4.578, -0.220, -1.660], [-3.780, 1.182, -1.767], [-2.678, 1.301, -0.837], [-1.522, 0.588, -1.272], [-0.686, 1.475, -2.356], [-0.874, 3.048, -2.173], [-0.368, 3.645, -0.794], [-1.251, 4.030, 0.016], [1.527, 3.883, -0.270], [0.727, 1.021, -2.463], [0.861, -0.457, -2.186], [0.249, -1.236, -3.424], [1.395, -2.034, -4.256], [2.095, -0.988, -5.255], [3.820, -0.531, -4.720], [4.436, -1.608, -3.869], [3.762, 0.782, -4.004], [4.762, -0.339, -6.092], [0.368, -0.888, -0.719], [-0.137, -2.707, -0.494], [0.875, -3.659, -1.526], [-2.143, -3.042, -1.162], [-0.619, 0.127, -0.168], [-1.299, -0.271, 1.098], [-0.351, -0.716, 2.299], [0.959, 0.157, 2.523], [2.168, -0.660, 3.236], [2.317, -2.045, 2.753], [1.962, -3.089, 3.761], [3.584, -2.332, 2.113], [3.652, -3.714, 1.281], [4.632, -1.668, 2.164], [-3.781, -1.776, -3.146], [-5.613, -1.339, -3.300], [-4.286, -0.216, -3.953], [-5.633, -0.106, -1.265], [-3.990, -0.842, -0.892], [-3.455, 1.422, -2.837], [-4.534, 1.999, -1.487], [-1.876, -0.327, -1.845], [-1.182, 1.218, -3.361], [-0.375, 3.553, -3.077], [-1.984, 3.301, -2.273], [1.367, 1.558, -1.864], [1.996, -0.642, -2.207], [-0.196, -0.504, -4.190], [-0.566, -1.992, -3.212], [0.812, -2.758, -4.926], [2.120, -2.586, -3.583], [1.536, 0.007, -5.340], [2.073, -1.424, -6.318], [5.687, -0.497, -5.784], [1.292, -0.757, -0.042], [0.324, -4.214, -2.118], [-0.028, 0.958, 0.064], [-1.943, 0.591, 1.502], [-2.051, -1.121, 0.926], [-0.981, -0.607, 3.256], [-0.162, -1.845, 2.213], [1.397, 0.647, 1.595], [0.686, 0.987, 3.267], [3.083, 0.002, 3.165], [1.878, -0.683, 4.349], [1.400, -3.917, 3.189], [2.907, -3.597, 4.159], [1.260, -2.741, 4.576], [2.643, -3.836, 0.744], [4.541, -3.759, 0.585], [3.705, -4.606, 2.002], [-1.537, 2.228, 6.152], [-1.984, 1.194, 5.693], [-1.452, 3.408, 5.483], [-0.903, 4.602, 6.096], [-1.923, 3.473, 4.114], [-1.149, 2.285, 7.182], [-1.665, 5.385, 6.098], [-0.039, 4.936, 5.516], [-0.590, 4.405, 7.122], [-2.981, 3.205, 4.085], [-1.363, 2.756, 3.506], [-1.787, 4.477, 3.712]], "mulliken_charge": [-0.93, -0.03, -0.49, -0.30, -0.27, -1.02, -0.54, 0.38, -0.47, -0.13, -0.14, 0.23, -1.04, -1.03, -0.78, 1.13, -0.64, -0.57, -0.46, -0.23, 0.10, -0.50, -0.21, 0.46, -0.99, -0.41, -0.01, -1.37, 0.54, -1.05, 0.39, -0.74, -0.57, 0.17, 0.30, 0.27, 0.49, -0.03, 0.34, 0.31, 0.16, 0.31, 0.47, 0.31, 0.34, 0.91, 0.45, 0.29, 0.37, 0.58, 0.33, 0.51, 0.39, 0.25, 0.38, 0.36, 0.62, 0.26, 0.41, 0.25, 0.12, 0.32, 0.37, 0.37, 0.28, 0.35, 0.40, 0.10, 0.31, 0.28, 0.07, -0.58, 0.15, -0.93, -0.68, 0.33, 0.33, 0.33, 0.30, 0.31, -0.02, 0.41], "homo_ev": -11.3, "charge": 1, "gap_ev": 8.5, "multiplicity": 1}

---

Record 7
{"formula": "C3H7NO", "method": "wB97M-V/def2-TZVPD", "elements": ["O", "C", "C", "C", "N", "H", "H", "H", "H", "H", "H", "H"], "coordinates": [[-1.378, -1.453, -0.223], [-1.294, -0.365, 0.468], [0.286, 0.199, 0.287], [0.862, -0.163, -1.084], [0.466, 1.486, 0.603], [-1.496, -0.599, 1.525], [-1.903, 0.449, 0.054], [1.960, -0.200, -1.010], [0.531, 0.636, -1.753], [0.509, -1.148, -1.406], [0.795, -0.503, 0.947], [0.662, 1.661, 1.591]], "mulliken_charge": [-0.50, -0.32, 0.50, -1.20, -0.63, 0.29, 0.29, 0.31, 0.33, 0.36, 0.29, 0.28], "homo_ev": -9.7, "de_lowest_kj_mol": 523.0, "charge": 0, "gap_ev": 7.4, "multiplicity": 1}

---

Record 8
{"formula": "C12H11NO4Rh", "method": "wB97M-V/def2-TZVPD", "elements": ["Rh", "O", "C", "C", "O", "C", "O", "C", "O", "C", "H", "H", "C", "H", "H", "C", "C", "C", "C", "N", "C", "C", "H", "H", "H", "H", "H", "H", "H"], "coordinates": [[-0.793, -0.498, -0.495], [-1.116, -3.034, 1.298], [-1.157, -2.084, 0.614], [-0.845, 0.808, -2.059], [-0.767, 1.654, -2.863], [-2.279, 0.537, 0.301], [-3.211, 1.159, 0.591], [0.329, -1.658, -1.695], [0.828, -2.277, -2.541], [-3.973, -2.689, -3.011], [-3.051, -3.362, -2.812], [-4.394, -2.486, -1.955], [-3.847, -1.651, -3.895], [-4.187, -0.606, -3.566], [-2.862, -1.551, -4.464], [3.577, 2.153, 3.033], [2.553, 1.464, 2.194], [1.348, 1.070, 2.798], [0.427, 0.480, 1.949], [0.748, 0.366, 0.658], [1.894, 0.704, 0.029], [2.918, 1.260, 0.826], [3.167, 3.090, 3.416], [3.844, 1.506, 3.870], [4.450, 2.352, 2.405], [1.082, 1.184, 3.847], [-0.550, 0.110, 2.244], [1.978, 0.512, -1.086], [3.890, 1.486, 0.369]], "mulliken_charge": [0.15, -0.15, 0.31, 0.32, -0.14, 0.30, -0.14, 0.30, -0.15, -0.17, 0.33, 0.34, -0.19, 0.35, 0.35, -1.20, 1.06, -0.83, -0.01, 0.11, -0.16, -0.68, 0.41, 0.41, 0.36, 0.49, 0.49, 0.37, 0.40], "homo_ev": [-17.0, -21.0], "de_lowest_kj_mol": 0.0, "charge": 3, "gap_ev": [5.2, 6.1], "multiplicity": 5}